{"formula": "C9H22NO2", "method": "wB97M-V/def2-TZVPD", "elements": ["H", "H", "H", "C", "H", "C", "H", "H", "H", "N", "C", "H", "H", "H", "H", "H", "C", "C", "H", "C", "O", "H", "O", "H", "H", "H", "H", "H", "H", "H", "C", "C", "H", "C"], "positions_angstrom": [[-0.895, -2.840, 0.763], [-1.787, 1.923, -0.233], [0.120, -2.945, 2.157], [-0.426, -0.393, 2.207], [-0.467, 2.236, -1.350], [0.042, -0.246, -1.470], [0.823, -3.250, 0.621], [2.974, 1.036, 1.267], [-0.340, -2.104, -1.562], [0.377, -1.171, 1.147], [-2.185, 1.760, -3.641], [0.005, 0.526, 2.336], [-3.196, 2.074, -4.135], [1.292, 1.324, 0.860], [2.314, -1.810, 3.241], [-1.262, 2.296, -3.995], [-2.516, 2.062, -2.146], [2.431, -0.783, 2.787], [-3.293, 1.393, -1.776], [1.816, -0.802, 1.323], [0.325, -1.465, -1.684], [3.477, -0.468, 2.813], [-1.166, 0.260, -1.332], [-2.889, 3.120, -2.103], [1.915, -0.164, 3.496], [-1.390, -0.322, 1.772], [-0.470, -1.006, 3.247], [2.436, 0.395, -0.299], [-2.060, 0.729, -3.702], [2.386, -1.510, 0.635], [0.099, -2.598, 1.098], [-1.375, 1.736, -1.241], [0.785, 0.403, -1.854], [2.098, 0.604, 0.753]], "atomic_forces_ev_per_a": [[-0.5, 0.2, -0.4], [0.8, -0.4, -0.1], [-0.1, -0.3, -0.4], [0.1, -5.3, 0.3], [1.6, 0.7, -0.5], [-3.1, 1.2, -0.9], [0.3, 0.5, -0.6], [-0.4, -0.1, -0.3], [-1.9, -1.5, 0.6], [0.7, 2.1, 0.7], [-2.1, 2.5, 0.6], [1.0, 2.2, 0.4], [2.3, -0.6, 0.0], [-0.2, 0.0, -0.3], [0.5, 0.9, -0.4], [-1.2, -0.3, 0.2], [0.4, 0.3, -1.6], [-0.8, -2.5, -0.3], [-0.5, 0.2, -0.4], [1.1, 0.0, 0.1], [1.4, 1.3, -0.4], [-0.2, -0.3, -0.3], [2.2, -1.7, 0.4], [0.6, -0.9, 0.6], [-0.5, 0.7, -0.1], [-1.2, 0.2, 0.1], [0.1, 1.5, -2.3], [-0.6, 1.0, 0.7], [0.2, -1.8, -0.7], [-0.5, 0.6, 1.3], [0.2, -0.1, 2.6], [-1.9, -0.2, 1.7], [1.1, 0.8, 0.6], [1.2, -0.8, -0.9]], "de_lowest_ev": 2.222, "molar_mass_g_mol": 176.28, "homo_lumo_gap_ev": 7.887, "total_energy_ha": -560.99454, "charge": 1}